Entry from the OMol25 dataset: C23H32AsN7Rh as an isolated structure (the ωB97M-V functional and the def2-TZVPD basis).

E = -3624.2684 Ha
Strongest force on any atom = 0.00864 hartree/bohr
2S+1 = 5
Kohn-Sham gap (spin up / spin down) = 4.302 / 3.954 eV
Highest occupied orbital energy (spin up / spin down) = -12.88 / -16.03 eV
Energy relative to the best compared isomer or geometry (same formula, charge and spin) = 7.6 kcal per mole
Net charge = +3

Each line ends with the Mulliken charge.
Positions of all 64 atoms, in Å:
Rh  0.1047  1.0685  -0.5158  -0.001
C  4.2507  0.7339  -1.3469  -0.783
C  4.8480  0.9234  -0.0655  -0.567
C  4.0650  1.1359  1.0262  -1.049
C  2.6536  1.1794  0.9108  0.746
N  2.1047  0.9999  -0.3469  0.357
C  2.8993  0.7744  -1.4387  -0.776
C  1.7319  1.3371  1.9734  0.861
C  2.0733  1.5290  3.3356  -1.265
C  1.0963  1.6557  4.2771  -0.513
C  -0.2678  1.5987  3.8975  -1.093
C  -0.5610  1.4090  2.5812  -0.565
N  0.4019  1.2642  1.6413  0.754
H  4.8478  0.5808  -2.2335  0.497
H  5.9240  0.8969  0.0368  0.489
H  4.5169  1.2694  1.9993  0.448
H  2.3940  0.6504  -2.3904  0.531
H  3.1139  1.5825  3.6230  0.440
H  1.3631  1.8067  5.3143  0.464
H  -1.0625  1.7077  4.6206  0.468
H  -1.5867  1.3631  2.2323  0.513
C  -4.6475  1.0807  -0.8933  -1.051
N  -3.9284  2.3590  -0.8291  0.077
C  -4.7237  3.5951  -0.7332  -1.036
C  -2.6033  2.3806  -0.7853  0.730
N  -1.8655  1.2668  -0.8081  -0.087
N  -2.0189  3.6193  -0.6884  -0.051
C  -0.6848  3.9782  -0.8429  0.571
N  -0.4801  5.2918  -0.9747  -0.377
N  0.2537  3.0917  -0.8377  -0.274
H  -5.6879  1.2851  -1.1192  0.313
H  -4.5949  0.5487  0.0577  0.355
H  -4.2683  0.4586  -1.7044  0.433
H  -5.7738  3.3333  -0.7893  0.272
H  -4.5110  4.2642  -1.5689  0.428
H  -4.5588  4.0978  0.2217  0.426
H  -2.4368  0.4496  -0.9506  -0.248
H  -2.6591  4.3909  -0.5944  0.152
H  -1.2295  5.9600  -1.0433  0.184
H  0.4558  5.6617  -1.0190  0.223
H  1.1853  3.4685  -0.9632  0.099
C  1.8432  -1.9608  0.6625  -1.273
As  0.2002  -1.3769  -0.1488  1.264
C  -1.1633  -2.0417  1.0447  -1.295
C  0.0415  -2.5543  -1.7757  -1.469
C  0.3206  -3.9645  -1.4999  0.760
C  -0.7282  -4.8527  -1.0994  -0.199
C  -0.4685  -6.1717  -0.8969  -0.676
C  0.8580  -6.6593  -1.0691  -0.328
C  1.9139  -5.7931  -1.4592  -0.680
C  1.6530  -4.4737  -1.6592  -0.195
H  1.7906  -3.0266  0.8776  0.538
H  1.9601  -1.4098  1.5951  0.373
H  2.6886  -1.7346  0.0143  0.351
H  -0.9387  -3.0634  1.3466  0.477
H  -2.1452  -2.0025  0.5749  0.401
H  -1.1638  -1.4027  1.9275  0.400
H  0.7580  -2.1327  -2.4811  0.611
H  -0.9758  -2.3981  -2.1353  0.595
H  -1.7350  -4.4697  -0.9922  0.453
H  -1.2564  -6.8587  -0.6187  0.450
H  1.0642  -7.7097  -0.9016  0.449
H  2.9089  -6.1925  -1.6018  0.460
H  2.4407  -3.7988  -1.9704  0.441

=====

Entry from the OMol25 dataset: a 3-piece molecular cluster, C18H36NO10P overall at a distorted geometry (the ωB97M-V functional and the def2-TZVPD basis).

E = -1855.9889 Ha
Strongest force on any atom = 0.02754 hartree/bohr
Kohn-Sham gap = 8.931 eV
Highest occupied orbital energy = -8.62 eV
Energy relative to the best compared isomer or geometry (same formula, charge and spin) = 0.0 kcal per mole
Structure (SMILES) = CO[C@H](OC[C@H](C)CC(C)C)[C@H](N)P(O)O.C[C@@H]1COC(=O)O1.C[C@@H]1COC(=O)O1
Net charge = 0

Each line ends with the Mulliken charge.
Positions of all 66 atoms, in Å:
C  -2.2224  1.2460  2.6719  -0.872
O  -0.9346  0.6852  2.7765  -0.405
C  -0.8071  -0.6611  2.3710  -0.070
O  -0.4609  -0.7677  1.0203  -0.033
C  0.7839  -0.1503  0.6947  -1.230
C  1.5957  -1.0042  -0.2704  1.128
C  2.4877  -1.9961  0.5101  -1.817
C  2.4886  -0.0766  -1.1302  -1.791
C  2.2805  -0.2304  -2.6512  1.162
C  1.8245  1.0816  -3.3010  -1.626
C  3.5568  -0.6990  -3.3713  -1.533
C  -2.0001  -1.5901  2.6283  -0.102
N  -1.5124  -2.9804  2.7499  -0.688
P  -3.2275  -1.5647  1.1881  0.074
O  -4.6151  -1.1479  2.0034  -0.535
O  -3.5181  -3.1705  1.0387  -0.449
H  -2.6622  1.1205  1.6824  0.382
H  -2.9010  0.9022  3.4493  0.301
H  -2.1118  2.3155  2.8192  0.281
H  0.0250  -1.0639  2.9529  0.373
H  0.5788  0.8199  0.2511  0.259
H  1.3841  0.0283  1.5834  0.411
H  0.9626  -1.5972  -0.9201  0.445
H  3.4043  -2.2157  -0.0244  0.490
H  1.9454  -2.9191  0.6874  0.320
H  2.7723  -1.5770  1.4695  0.383
H  3.5371  -0.2636  -0.9301  0.611
H  2.3147  0.9647  -0.8732  0.543
H  1.5264  -0.9897  -2.8467  0.216
H  0.7815  1.2633  -3.0520  0.381
H  1.9395  1.0579  -4.3737  0.183
H  2.4103  1.8936  -2.8808  0.454
H  4.1798  0.1631  -3.5831  0.347
H  3.2543  -1.1841  -4.2918  0.214
H  4.1149  -1.4268  -2.7888  0.478
H  -2.4929  -1.3760  3.5698  0.601
H  -1.1792  -3.3183  1.8551  0.221
H  -0.7638  -3.0324  3.4296  0.284
H  -4.8341  -0.2291  1.7703  0.330
H  -4.4872  -3.2711  1.0149  0.275
C  0.7116  -1.7940  -7.3554  -1.462
C  1.2642  -0.4078  -7.5774  0.499
C  2.0561  -0.2356  -8.8513  -0.523
O  2.9620  0.8173  -8.5008  -0.351
C  3.1620  0.7514  -7.1616  0.576
O  4.0100  1.3364  -6.5732  -0.496
O  2.2560  -0.0832  -6.5819  -0.197
H  0.3277  -1.8943  -6.3407  0.348
H  -0.0960  -2.0006  -8.0572  0.398
H  1.4908  -2.5462  -7.4850  0.355
H  0.4663  0.3362  -7.5039  0.247
H  1.4486  0.0515  -9.7059  0.318
H  2.6398  -1.1245  -9.1023  0.305
C  -1.2586  2.6641  5.8940  -1.375
C  -2.4553  2.2260  6.6999  0.672
C  -3.3844  3.3378  7.1300  -0.473
O  -3.9526  2.8076  8.3338  -0.331
C  -3.0446  1.9519  8.8705  0.605
O  -3.1059  1.4970  9.9637  -0.522
O  -2.0561  1.6927  7.9754  -0.364
H  -0.5456  1.8471  5.7915  0.348
H  -1.5610  2.9871  4.9000  0.270
H  -0.7382  3.4871  6.3860  0.402
H  -3.0043  1.4412  6.1707  0.149
H  -4.1645  3.5592  6.4057  0.307
H  -2.8465  4.2561  7.3770  0.299

=====

Entry from the OMol25 dataset: C39H33AsBBrN8STc as an isolated structure (the ωB97M-V functional and the def2-TZVPD basis).

E = -7257.1631 Ha
Strongest force on any atom = 0.01355 hartree/bohr
2S+1 = 2
Kohn-Sham gap (spin up / spin down) = 6.264 / 6.375 eV
Highest occupied orbital energy (spin up / spin down) = -12.69 / -12.84 eV
Net charge = +2

Each line ends with the Mulliken charge.
Positions of all 85 atoms, in Å:
Tc  0.0304  -0.4775  0.0760  -0.709
C  -0.7939  3.5387  1.3997  -1.710
C  -0.6095  2.5810  0.4222  -0.762
N  -0.2790  1.3991  0.9810  1.935
N  -0.2552  1.6000  2.3246  -0.184
C  -0.5498  2.8700  2.5912  -0.510
B  0.4626  0.5963  3.2480  -0.559
N  1.8689  0.4525  2.6408  0.646
C  2.7255  -0.4234  2.9041  -1.438
C  3.8777  -0.6765  1.9820  0.089
C  3.0452  -1.0319  0.0132  -0.929
N  1.6551  -0.7715  0.0435  0.086
N  -0.2719  -0.7613  3.1409  -0.047
C  -0.6642  -1.5747  4.1255  -0.516
C  -1.1234  -2.7609  3.5726  -1.200
C  -0.9691  -2.5848  2.2061  -1.039
N  -0.4528  -1.3763  1.9506  1.820
H  -1.0744  4.5683  1.2673  0.629
H  -0.7040  2.6600  -0.6467  0.484
H  -0.5488  3.2211  3.6102  0.609
H  0.4384  0.9779  4.3784  -0.081
H  2.6183  -1.1146  3.7502  0.475
H  4.8346  -0.6925  2.5032  0.791
H  3.3497  -1.2754  -1.0075  0.949
H  -0.5931  -1.2569  5.1525  0.518
H  -1.5102  -3.6196  4.0913  0.481
H  -1.2005  -3.2592  1.3969  0.506
Br  -6.1865  2.7686  2.9129  -0.121
C  -4.9639  1.7076  1.9532  -0.071
C  -4.6204  0.4519  2.4311  -0.927
C  -3.7127  -0.3250  1.7270  -0.035
C  -3.1535  0.1722  0.5586  -0.957
C  -3.5027  1.4224  0.0712  0.062
C  -4.4199  2.1897  0.7692  -0.650
N  -2.1925  -0.6269  -0.1507  1.148
C  -2.6237  -1.6212  -0.8197  -0.501
C  -1.6452  -2.5054  -1.4376  0.573
C  -2.0103  -3.5148  -2.3105  -1.071
C  -1.0192  -4.3083  -2.8687  -0.452
C  0.2953  -4.0596  -2.5172  -0.879
C  0.5819  -3.0328  -1.6320  -0.186
N  -0.3620  -2.2613  -1.0899  0.688
H  -5.0609  0.0806  3.3456  0.476
H  -3.4273  -1.3003  2.1015  0.539
H  -3.0901  1.7786  -0.8636  0.510
H  -4.7170  3.1586  0.3930  0.491
H  -3.6867  -1.8252  -0.9221  0.479
H  -3.0541  -3.6643  -2.5502  0.543
H  -1.2702  -5.1002  -3.5604  0.473
H  1.1066  -4.6504  -2.9176  0.499
H  1.6031  -2.8304  -1.3471  0.346
S  0.0894  0.6642  -2.0188  -0.178
C  1.5388  1.7153  -2.1449  0.914
C  1.6794  2.1472  -3.4749  -1.111
C  2.6882  2.9958  -3.8795  -0.848
C  3.6128  3.4595  -2.9547  -0.926
C  3.5025  3.0509  -1.6408  -1.031
C  2.4888  2.1785  -1.2154  0.950
As  2.6511  1.7321  0.6960  1.920
C  3.8180  0.1577  0.6755  1.262
C  5.1636  0.3506  0.0368  -1.399
C  6.0358  -0.6385  -0.1805  -0.657
C  5.8802  -2.0627  0.1345  -0.710
C  4.8307  -2.6639  0.7023  -1.319
C  3.5819  -1.9602  1.1430  -0.083
C  3.6290  3.1360  1.5437  0.633
C  3.1595  4.4434  1.4217  -0.262
C  3.8133  5.4691  2.0838  -0.903
C  4.9216  5.1907  2.8736  -0.530
C  5.3816  3.8881  3.0035  -0.940
C  4.7357  2.8552  2.3408  -0.362
H  0.9618  1.7958  -4.2056  0.536
H  2.7470  3.2969  -4.9166  0.416
H  4.4052  4.1335  -3.2485  0.457
H  4.2172  3.4301  -0.9216  0.382
H  5.4351  1.3534  -0.2698  0.322
H  6.9750  -0.3714  -0.6490  0.479
H  6.7257  -2.6853  -0.1297  0.454
H  4.8730  -3.7322  0.8726  0.486
H  2.8498  -2.6477  1.5676  0.698
H  2.2953  4.6619  0.8048  0.473
H  3.4602  6.4864  1.9839  0.434
H  5.4301  5.9943  3.3889  0.425
H  6.2465  3.6769  3.6175  0.458
H  5.1099  1.8434  2.4416  0.250